Density functional theory data (ωB97M-V/def2-TZVPD) for an isolated molecule of C5H13NO at a distorted geometry.

Values from the calculation:
- M: 103.16 g/mol
- E_HOMO: -9.72 eV
- LUMO energy: 1.0 eV

Structure (XYZ):
```
20
Properties=species:S:1:pos:R:3:forces:R:3
C 1.09338 0.51204 2.34113 0.0 -1.7 1.0
C 1.62731 0.00330 0.99225 -0.5 0.3 -0.4
C 0.74533 0.53618 -0.20711 0.1 -2.2 -0.4
C -0.57098 -0.32609 -0.50832 -0.7 -1.4 1.0
N -0.35868 -1.55917 -1.36847 -0.2 2.3 -2.2
C -1.58367 0.56871 -1.24217 -2.2 -1.5 -3.1
O -3.01375 0.06872 -1.32696 1.9 -1.8 0.4
H 1.85963 0.14965 3.13709 -1.7 0.8 -0.9
H 0.09762 0.05105 2.46090 0.5 -0.4 0.6
H 0.78899 1.56101 2.49142 1.1 0.0 -0.6
H 1.77546 -1.11002 0.98663 -1.0 0.7 0.1
H 2.67570 0.24624 0.97060 0.4 1.0 -0.7
H 1.31108 0.58644 -1.16692 -0.2 -0.3 0.6
H 0.41793 1.53609 -0.04060 -0.1 0.9 0.5
H -1.09546 -0.88901 0.46148 1.4 2.2 -2.0
H -0.07779 -1.26708 -2.37934 -0.8 -0.3 2.2
H 0.46946 -1.99336 -1.05270 1.0 -0.9 0.7
H -1.29208 0.73821 -2.38721 0.0 -0.5 2.3
H -1.89609 1.51027 -0.89750 1.0 1.5 1.2
H -2.97340 -0.92319 -1.26421 0.0 1.3 -0.3
```
Positions in Å, forces in eV/Å.

Here are the Mulliken charges for atoms 1 to 6, given in e: -1.08 -0.39 -0.90 0.31 -0.66 -0.50